[1]
C9H14O | the ωB97M-V functional and the def2-TZVPD basis

```
! RIJCOSX wB97M-V def2-TZVPD def2/J DEFGRID3
* xyz 0 1
O -0.2350 1.5586 -3.0735
C 1.7709 0.6871 0.7304
C -1.0763 0.5159 -2.6258
C -0.6777 0.3234 1.8386
C -0.1438 1.6059 1.9058
C 1.1217 1.7916 1.1981
C 1.3213 -0.5710 0.8811
C -0.3873 -0.6480 -2.0030
C 0.0843 -0.7751 1.4099
C -0.4761 -2.1901 1.5761
H 1.4337 2.8422 1.1718
H -1.8248 0.8964 -1.9350
H -1.6718 0.2943 -3.4673
H 2.7159 0.8068 0.0795
H -0.2751 -2.6779 0.5666
H 0.3063 -1.0388 -2.7199
H -1.2571 -1.2871 -1.6395
H -0.7548 2.5406 2.2512
H 0.3591 1.9608 -2.3359
H 0.2812 -2.7432 2.0451
H 1.9441 -1.3814 0.6843
H -1.4130 -2.2402 2.1531
H 0.3590 -0.3649 -1.2440
H -1.5045 0.0940 2.5522
*
```

Results
SMILES ... Cc1ccccc1.CCO
Largest force on an atom ... 4.54 eV/Å
Relative energy (zero: lowest compared OMol25 entry of this formula, charge and spin) ... 197.6 kJ/mol
Orbital gap ... 9.924 eV

Results of the natural (NBO) charge analysis, in e, for atoms 1 through 5: -0.7320 -0.2074 -0.0528 -0.2472 -0.1855

[2]
C38H45BF6N4O7PdS6SbTe | the ωB97M-V functional and the def2-TZVPD basis

```
! RIJCOSX wB97M-V def2-TZVPD def2/J DEFGRID3
* xyz -1 1
Te -1.0567 1.4370 1.6804
Sb 2.5634 -1.1512 3.5807
Pd 1.6304 -1.1721 -0.8867
S 5.3140 -3.4995 0.7313
S 5.2582 0.6338 -0.4440
S -3.4536 -4.7882 -0.1164
S 3.7128 -2.1519 -1.3965
S 6.6751 -1.1307 1.5939
S 7.4091 -3.7174 2.8403
F 2.6663 -1.0321 5.4570
F 0.8602 -0.3181 3.6131
F 1.6955 -2.8423 3.6895
F 3.3973 0.5369 3.3692
F 4.2318 -2.0172 3.4971
F 2.4198 -1.2640 1.6718
O -2.4709 -5.2689 -1.0535
O 0.9851 -6.8511 -1.6955
O -0.2471 -7.3166 0.0106
O 1.5452 -0.1726 -3.1717
O -0.5740 -1.3773 -2.8028
O -4.6729 -5.5342 0.0731
O 1.3267 -2.3527 -3.9342
N 0.8552 -3.0068 -0.3678
N -0.1918 -0.3503 -0.7376
N 0.3612 -6.5352 -0.7036
N -0.3358 -4.5396 0.6552
C 2.4737 -1.7901 -4.4458
C 0.4578 2.5769 -0.7126
C -2.6888 -4.5899 1.5063
C -3.8699 4.0533 3.7944
C 6.5101 -2.8418 1.7756
C -3.2232 2.9409 3.2632
C 1.6877 2.0125 -0.0673
C -3.3432 2.8860 -0.3320
C -3.8793 -3.1193 -0.5739
C -1.7249 3.6464 -2.0534
C -0.2615 4.5097 -3.9139
C 0.6119 3.2349 -1.9278
C -0.9345 -0.5527 -1.7179
C -0.5303 -2.2171 1.5675
C -3.3067 5.3191 3.7469
C 1.1078 -4.1909 -0.9857
C 5.6785 1.7704 0.8959
C 4.6369 -0.2756 -5.1631
C -4.6951 -3.1286 -1.8583
C 5.4895 -0.9168 0.3350
C 2.6081 -0.4873 -3.9922
C -1.9725 3.0991 2.6553
C 0.3758 -5.1481 -0.3623
C -3.9285 1.6110 3.3516
C 3.4097 -2.3690 -5.2688
C -0.8290 2.4439 -0.1688
C -0.0209 -3.2281 0.6085
C 4.5024 -1.5797 -5.6243
C -2.0495 5.4507 3.1736
C 3.6818 0.2997 -4.3265
C -0.4641 3.7808 -2.6132
C -1.9307 2.9816 -0.8455
C -2.2890 0.0613 -1.9292
C -1.2672 -5.1288 1.6159
C -1.3654 4.3645 2.6377
C 0.0038 4.6006 2.0583
C 4.8456 -2.0241 -0.0764
C -4.0129 6.5088 4.3390
B 0.7541 -1.3568 -3.1450
H -0.0014 5.5564 -3.7382
H 3.3063 -3.3926 -5.6009
H -4.4350 -2.6925 0.2625
H -3.3418 -5.1420 2.1806
H 0.4412 5.5066 2.4786
H 6.7299 1.6999 1.1698
H -0.8867 -4.9145 2.6162
H -4.9756 -2.1085 -2.1171
H 1.7883 0.9774 -0.3927
H -4.8414 3.9212 4.2606
H 0.6689 3.7621 2.2688
H -3.5921 3.7451 0.2967
H 5.0390 1.5949 1.7589
H 0.5474 4.0626 -4.4926
H 1.6085 3.3165 -2.3506
H -3.6005 6.7601 5.3189
H 3.7872 1.3012 -3.9324
H -1.2569 -6.2005 1.4689
H -5.0770 6.3111 4.4680
H 1.7888 -4.2903 -1.8108
H -0.0370 4.7148 0.9731
H -4.6144 1.6058 4.1992
H -1.5770 6.4277 3.1492
H -2.5852 4.0549 -2.5754
H -4.5114 1.4186 2.4465
H -3.4884 1.9919 0.2739
H 5.2689 -1.9978 -6.2633
H -2.9341 -2.5856 -0.6968
H -2.1661 0.9999 -2.4748
H -2.7547 0.2900 -0.9714
H -2.9191 -0.5992 -2.5240
H -3.9035 7.3884 3.7033
H -4.0467 2.8626 -1.1657
H -5.5995 -3.7222 -1.7343
H -1.1669 4.4919 -4.5211
H -3.2368 0.7801 3.4706
H 2.5844 2.5458 -0.3766
H 5.5069 0.3015 -5.4470
H 5.4877 2.7691 0.5044
H -4.1127 -3.5469 -2.6787
H 0.0917 -1.3323 1.5183
H -2.7383 -3.5367 1.7718
H -0.4866 -2.6036 2.5855
H 1.6359 1.9852 1.0203
H -1.5465 -1.9032 1.3259
*
```

Results
Largest force on an atom ... 0.71 eV/Å
Relative energy (zero: lowest compared OMol25 entry of this formula, charge and spin) ... 0.0 kJ/mol
Orbital gap ... 6.078 eV

Results of the Löwdin charge analysis, in e, for atoms 1 through 5: 1.5339 1.3662 0.7738 0.9092 0.8243

[3]
C14H22FIN4O2S | the ωB97M-V functional and the def2-TZVPD basis

```
! RIJCOSX wB97M-V def2-TZVPD def2/J DEFGRID3
* xyz 0 1
I -0.2227 -2.0706 1.7439
S -1.1844 -0.4679 -2.0329
F -1.8897 -1.6411 -3.0366
O -2.1365 -0.3302 -0.7869
O -1.2422 0.8507 -2.7671
N -4.7523 -6.0960 -2.6056
N -3.2750 -0.2623 0.5308
N 0.3758 -0.8906 -1.4118
N 4.5265 6.8296 1.6031
C 0.8962 1.7292 -0.2284
C 2.0261 4.3127 0.5922
C 0.5919 -2.3734 -1.3432
C 1.0768 -2.8518 0.1530
C -4.3461 -5.0051 -2.3308
C -4.1827 -0.3506 1.3170
C 4.2424 6.4441 2.6991
C 1.5476 3.0906 0.3910
C 3.8837 5.9581 4.0767
C 2.0541 1.0624 -1.1439
C 2.6549 -2.5879 0.4109
C 1.4980 -0.1624 -2.0897
C -5.3194 -0.4612 2.2982
C -3.8348 -3.6328 -1.9848
H 2.5518 1.8713 -1.8104
H 3.2153 -3.4677 -0.1123
H 2.7563 5.2155 0.6083
H 0.9432 -4.0113 0.1752
H 4.0385 4.8793 4.1417
H 4.5107 6.4537 4.8204
H -4.9295 -0.4773 3.3178
H -0.0593 2.0176 -0.7966
H -5.8796 -1.3808 2.1165
H 2.4285 -0.8451 -2.2670
H 1.2417 0.2894 -3.1141
H 2.8361 6.1810 4.2880
H 2.8500 0.6490 -0.3967
H 1.4244 -2.7577 -2.0670
H -4.6518 -2.9099 -2.0276
H -3.4144 -3.6357 -0.9768
H -3.0603 -3.3359 -2.6922
H 3.0558 -1.6169 -0.0666
H 0.5827 1.0475 0.6424
H 2.9075 -2.6461 1.5473
H -5.9905 0.3926 2.1867
H -0.3454 -3.0061 -1.5711
*
```

Results
Largest force on an atom ... 12.62 eV/Å
Orbital gap ... 9.037 eV

Results of the natural (NBO) charge analysis, in e, for atoms 1 through 5: 0.1075 2.2802 -0.5044 -0.8372 -0.8515

Q: Among the records above, which one has the lowest largest force on an atom?
A: C38H45BF6N4O7PdS6SbTe